Entry 1:
A molecular structure, C2H5NOS at a distorted geometry, computed with wB97M-V/def2-TZVPD.

Last column: Mulliken charge in e.
Cartesian coordinates (Å):
C -0.361 1.076 -0.533  -0.901
C 0.684 -1.008 0.944  -0.515
N 1.970 -1.083 -0.450  0.123
O 1.461 -1.466 -1.487  -0.353
S 1.118 0.553 0.475  0.004
H -0.207 2.102 -0.765  0.335
H -1.244 0.947 0.148  0.303
H -0.792 0.663 -1.474  0.350
H 1.092 -1.410 1.821  0.325
H -0.294 -1.348 0.663  0.329

The HOMO-LUMO gap (alpha / beta) is 8.5184 / 8.5183 eV. The value obtained for the maximum force is 3.928 eV/A. The value obtained for the energy above the lowest of the compared OMol25 structures with the same formula, charge and spin is 518.6 kJ/mol. The LUMO energy (alpha / beta) is 0.60 / 0.60 eV. The spin multiplicity is 1. The total charge is 0.

=====

Entry 2:
A molecular structure, C16H11Br2N7OSe3SnTe at a distorted geometry, computed with wB97M-V/def2-TZVPD.

Last column: Mulliken charge in e.
Cartesian coordinates (Å):
Sn -0.064 -1.001 -0.490  1.461
N -0.426 0.431 3.935  0.098
C -0.161 0.777 2.670  -0.377
N -0.451 -0.229 1.882  0.214
C -0.919 -1.188 2.732  -0.062
N -0.917 -0.822 3.992  -0.726
C -1.408 -2.490 2.249  0.224
C -1.914 -3.465 3.096  -0.238
N -2.407 -4.604 2.622  -0.616
C -2.403 -4.760 1.304  -0.361
C -1.902 -3.786 0.445  -0.202
N -1.395 -2.666 0.932  0.279
H -0.288 0.958 4.780  0.189
H 0.263 1.723 2.377  0.520
H -1.926 -3.313 4.168  0.463
H -2.809 -5.685 0.913  0.389
H -1.889 -3.910 -0.631  0.329
Br -1.270 6.090 -1.092  -0.151
C -0.930 4.251 -0.901  -0.215
C -1.907 3.412 -0.393  -0.984
C -1.596 2.070 -0.283  -0.451
N -0.418 1.557 -0.633  0.513
C 0.522 2.373 -1.115  0.253
C 0.300 3.738 -1.266  -0.590
C 1.813 1.734 -1.493  0.580
C 2.913 2.456 -1.936  -0.794
C 4.083 1.752 -2.173  -0.043
Br 5.608 2.675 -2.783  -0.164
C 4.142 0.391 -1.941  -0.889
C 2.990 -0.240 -1.496  -0.275
N 1.855 0.422 -1.312  0.311
H -2.877 3.782 -0.098  0.448
H -2.323 1.379 0.126  0.651
H 1.062 4.388 -1.666  0.457
H 2.884 3.524 -2.085  0.452
H 5.052 -0.168 -2.097  0.434
H 2.947 -1.293 -1.246  0.537
Se -2.434 -0.674 -1.566  -0.071
Se -2.855 -2.406 -3.043  -0.311
Te -0.725 -2.674 -4.401  -0.024
Se 0.812 -2.710 -2.461  -0.371
O 1.366 -1.796 0.378  -0.887

The HOMO-LUMO gap is 5.7085 eV. The value obtained for the maximum force is 1.238 eV/A. The value obtained for the energy above the lowest of the compared OMol25 structures with the same formula, charge and spin is 34.7 kJ/mol. The LUMO energy is -0.93 eV. The spin multiplicity is 1. The total charge is 0.